# 1
Entry from OMol25: a cluster of 15 separate species, C39H87N9O33S6 in total (ωB97M-V/def2-TZVPD).

Results
* orbital gap: 8.831 eV
* total energy: -6902.81692 hartree
* HOMO: -8.9 eV
* LUMO energy: -0.0021 Ha

```
! wB97M-V def2-TZVPD RIJCOSX def2/J DEFGRID3
* xyz 0 1
H -1.65499 6.95207 6.72470
C 0.00207 7.33042 -2.34521
H -1.14720 -0.50681 -7.26029
O -6.14039 3.80662 -0.28261
H -0.16140 -9.14158 -0.60914
H 1.61866 -3.83246 -4.23552
O 1.17825 10.42848 -2.96555
H -4.78083 -1.64647 -7.65896
H 4.11389 2.40100 2.86257
H -0.76605 1.57862 5.79191
H -0.45628 6.60216 -1.67615
C -4.87470 -2.11288 1.88624
H 1.13754 -1.41939 2.24633
H 3.98723 -1.87807 10.64162
S -3.08383 -0.09820 7.11489
O -1.71993 0.87078 7.20267
H 2.69536 -6.36048 1.60603
H 4.92698 -3.56273 -3.44314
H -7.43760 -1.66445 4.70721
O -1.02869 1.27925 0.55560
H 7.79394 1.96631 -2.98726
H -0.55805 6.83357 4.96753
H -1.79274 6.91415 2.31727
C 0.65966 -9.84175 -0.45513
C -2.93988 1.73229 5.35942
H -2.95583 -9.24479 3.64402
H 8.78396 5.82026 -2.22588
O 7.04887 3.29320 3.22243
H 0.03166 -4.87739 -9.55646
C 0.12887 -3.82011 -9.80306
O -3.78069 -0.20328 8.37372
C -6.97385 -2.06480 3.80568
C 3.28749 -2.69158 10.45019
O -6.36250 3.81442 -2.74201
H -5.77742 7.01654 0.48255
H -0.55360 -1.40020 -9.50931
N 3.80234 2.98880 -7.34081
N -3.24999 -8.81743 2.77746
H -6.39157 4.50492 1.77099
C 4.23929 1.79988 -6.60906
H 0.31769 0.20491 -7.98040
H 1.88761 6.50319 -1.77236
C -2.52597 7.48577 6.34438
H 9.10999 4.07200 -2.43598
O 2.71433 -1.77760 7.26045
H -7.37271 6.35182 0.34645
C 1.85692 -2.11735 10.27247
C -2.49415 7.13948 4.86488
H 3.83177 -7.71966 1.32341
O -2.75172 -1.35865 6.35513
C 0.40632 -2.87383 -8.63862
H -0.32388 1.78683 -1.86251
H -7.66969 -2.75323 3.32613
H -4.05068 -9.19967 0.78100
C -6.32103 6.12397 0.17285
H 4.43717 0.51624 1.52783
O -3.91766 -0.39993 -4.34516
O -3.50539 7.24238 4.19398
C -5.93724 4.75715 0.81284
O -3.80647 0.96137 6.06718
O -4.25103 4.58011 -1.73357
H 0.20391 -2.96192 -1.85050
H 4.91646 -0.50295 2.84696
C -1.69164 1.90046 6.26922
H 9.12530 4.84732 -0.84472
C 2.86761 5.12638 -7.57460
H 0.78849 -7.89959 1.23071
H -2.48343 8.57066 6.44083
O 3.01172 -9.62293 -0.04677
C 1.43571 7.42475 -2.13926
C 7.40141 2.04286 -1.97328
H 4.34824 0.95769 -7.29239
S 6.78726 1.86634 3.58999
H 3.39135 -3.48349 11.19194
H -3.47665 7.11386 6.72646
O 2.35618 -4.23775 7.21428
H -5.04914 -9.58730 2.20422
H -4.25812 -2.34554 2.75446
O 3.69313 -3.18162 9.13821
C 1.90920 -9.25105 0.24223
H 8.33213 1.91905 -1.41963
C 7.12476 4.53476 -1.60361
H -4.86533 4.76195 1.01054
O 5.33509 1.85676 4.33188
C 8.62553 4.82396 -1.81311
C 2.88976 -3.21068 -2.74618
C -5.01304 -2.52595 -7.05838
S 2.51315 -3.02650 8.02545
N 1.73188 -8.22284 1.07062
H -4.21747 -2.02163 1.02147
H 3.43324 1.06465 3.89070
H -0.80168 -3.55364 -10.30422
H 6.75291 1.19275 -1.76150
N 1.70134 -3.64874 -3.24581
N 0.46423 -0.31726 0.61878
H -5.61252 -2.87964 1.65003
C 0.23744 -0.88762 1.93790
O 0.25980 10.53992 -0.58655
H -6.74877 -3.30480 -6.05850
C 0.29522 0.99282 -1.44496
H 0.29697 0.11678 -2.09354
H 4.07444 3.10280 -8.30676
H 5.27103 2.04399 -6.35604
H -3.40612 2.68970 5.12686
H 0.91729 -10.34546 -1.38679
C 4.32158 1.48990 3.42369
O -4.79343 -2.61507 -3.59173
H 2.87827 -7.72645 2.73013
H -6.10946 -2.61586 4.17617
O 3.03931 -2.92363 -1.58504
H -0.52129 -1.66399 2.03635
H 0.27277 -10.76464 -0.02304
O 6.24105 1.10542 2.22329
H -1.02978 -7.54515 3.94285
C -0.12021 -0.70397 -7.56775
H -7.20877 -2.04349 -7.06296
H -0.13928 7.37274 2.75179
H 0.90892 -4.61450 -1.66567
H 3.66924 5.82922 -7.34763
H -0.19239 7.01196 -3.36936
H -1.58551 2.87560 6.74454
H -3.72704 -10.59964 1.81277
H 3.79701 -3.30315 -4.82583
O 1.34559 -2.87261 9.22171
H 1.31702 1.37078 -1.47932
C -6.38208 -2.34376 -6.41912
H 3.66192 1.62291 -5.70162
H 1.23423 -0.68870 0.08097
N -1.32132 6.82229 4.30618
H -2.46339 -6.98409 4.72421
O 2.51097 3.82645 -5.66059
C -4.03277 -9.55339 1.81186
O -0.54665 8.64643 -2.10525
C 2.84080 -7.43823 1.67959
O -3.03330 -6.97692 1.52565
C 4.95936 0.52415 2.48457
H -0.00415 -0.01099 2.53895
H 1.87138 7.62872 -3.11736
H -0.61081 5.67446 2.74862
O -6.26909 6.01433 -1.23118
O 1.09028 -3.32440 -7.70701
C -1.94260 -6.97609 3.76671
H 1.95326 5.69368 -7.40074
O 6.28920 5.44980 -1.35922
H -2.50142 1.26968 4.47520
C 0.55285 -3.85754 -2.36448
S -4.63197 -1.64315 -4.67279
H 0.52379 -1.01376 -6.74472
H -4.96346 -3.45177 -7.63152
N 6.66553 3.32801 -1.74305
N -5.62813 -0.92413 2.17488
C 4.01220 -3.07623 -3.78165
O -6.09930 -1.34748 -5.38932
H -1.67036 -6.01206 3.33702
C -6.67240 -0.91078 2.88927
O 1.62077 8.55212 -1.32123
S 0.62044 9.78880 -1.78084
H -5.49278 -0.16557 1.52191
H 5.66197 3.37877 -1.64115
H 1.93289 -1.07202 9.97312
N -0.14503 -1.70150 -8.63616
O 7.73195 1.08181 4.36650
H 4.27071 -2.01818 -3.82396
C -2.82017 -7.56631 2.63263
H -0.17098 -4.34858 -3.01491
O -7.53275 -0.00168 2.81088
C -0.22174 0.59656 -0.01474
H 1.23684 -2.17673 11.16694
C 3.04024 3.87940 -6.76183
H 0.91328 -3.69085 -10.54877
C -0.95421 6.68398 2.97453
S -5.67626 4.52900 -1.65362
O -4.06878 -2.45818 -5.97723
H 2.94738 4.93236 -8.64422
*
```

Results of the Mulliken charge analysis, in e, for atoms 1 through 6: 0.31 -0.18 0.25 -0.26 0.29 0.23

---

# 2
Entry from OMol25: a cluster of 2 separate species, C3HBrClN in total (ωB97M-V/def2-TZVPD).

Results
* energy above the lowest of the compared OMol25 structures with the same formula, charge and spin: 56.81 kcal/mol
* orbital gap: 10.284 eV
* total energy: -3203.75133 hartree
* HOMO: -9.8 eV
* LUMO energy: 0.0179 Ha

```
! wB97M-V def2-TZVPD RIJCOSX def2/J DEFGRID3
* xyz 0 1
Cl 2.98939 3.28452 -0.52177
N 0.24398 0.77666 -0.04988
C 3.97783 0.61583 -0.03738
H 0.44166 -0.69526 -1.61658
Br 4.29062 -1.16218 0.12983
C 3.59324 1.70982 -0.32880
C 0.23447 -0.05252 -0.79260
*
```

Results of the natural (NBO) charge analysis, in e, for atoms 1 through 6: 0.11 -0.30 -0.21 0.23 0.19 -0.09

---

# 3
Entry from OMol25: a cluster of 2 separate species, C5H14N2O in total (ωB97M-V/def2-TZVPD).

Results
* energy above the lowest of the compared OMol25 structures with the same formula, charge and spin: 352.37 kcal/mol
* orbital gap: 4.049 eV
* total energy: -383.13917 hartree
* HOMO: -7.8 eV
* LUMO energy: -0.1373 Ha

```
! wB97M-V def2-TZVPD RIJCOSX def2/J DEFGRID3
* xyz 0 1
H -0.08897 -0.85963 -1.06851
N -1.11389 -0.61998 -2.11431
H 0.60420 -1.41485 1.14105
H -0.28617 1.03645 1.28609
H -2.72933 -0.58117 0.02495
H 0.40099 0.48915 -1.97071
H 1.81545 2.32341 -0.20677
H 0.09732 1.61325 -0.27821
C 1.55645 0.44472 0.76957
H 2.32039 1.01767 1.34086
H 2.26817 -0.17869 0.25117
H -0.89670 -2.47867 -1.15923
N -0.93652 0.13175 0.90272
C 0.37034 -0.29969 1.34456
C 1.14104 1.43594 -0.29835
H 0.30998 2.48154 1.69857
H -2.02889 -0.60520 -2.65914
C -1.68893 -1.00675 0.26206
H -1.79461 -1.90488 0.90423
H 0.44741 -0.29227 2.45591
O 1.24292 0.73167 -1.60778
C -1.01064 -1.46376 -1.01873
*
```

Results of the natural (NBO) charge analysis, in e, for atoms 1 through 6: 0.32 -0.57 0.22 0.41 0.23 0.49

---

# 4
Entry from OMol25: a cluster of 2 separate species, C25H26O2 in total (ωB97M-V/def2-TZVPD).

Results
* orbital gap: 4.959 eV
* total energy: -1118.66634 hartree
* HOMO: -6.5 eV
* LUMO energy: -0.0556 Ha

```
! wB97M-V def2-TZVPD RIJCOSX def2/J DEFGRID3
* xyz 0 1
C 0.05230 1.30104 2.38757
C 2.48462 1.52964 2.46303
H -5.80097 -0.72238 2.64170
C 2.64627 3.79800 -0.71027
H 0.51774 3.74902 -0.29620
H 4.51958 1.08462 -1.61166
C 1.31414 0.74831 2.71894
C 5.30623 -0.83861 3.28053
H -3.64946 2.21254 -1.07904
C -3.51992 0.96731 3.44716
H 5.30462 -1.93077 3.32888
C 1.27641 1.76234 -0.68238
C -3.51253 1.49579 -0.25383
H -5.10158 -2.03955 3.59860
H -5.57746 -0.51422 4.38226
H -0.67373 -1.30354 2.09371
H 0.04826 2.34886 2.07242
H 5.94076 -0.52698 2.44355
C 0.08646 1.10133 -0.36214
C 2.79424 -1.06313 3.43806
C -3.75824 -0.39894 3.24121
O -2.21029 0.88417 -0.36420
C 1.51472 -0.54914 3.28464
H -2.90678 -2.26792 2.58897
C 3.92266 -0.30524 3.10291
C 3.77229 3.04470 -1.07855
C 1.41518 3.18206 -0.54064
H -3.59006 2.02055 0.71078
H 2.72268 4.87681 -0.56136
C -4.51332 0.37271 -0.34349
H 0.04828 0.02043 -0.44065
O -1.39758 2.97045 -0.00587
C 2.43445 1.02606 -1.10352
C 3.74326 1.00046 2.62025
C -2.72130 -1.20427 2.75685
H -4.33381 1.59359 3.81479
H 2.35526 2.56415 2.14220
H -2.09162 2.58531 3.33952
H 4.73421 3.53841 -1.21196
C -5.12840 -0.95150 3.48176
H 5.77914 -0.46331 4.19862
H -4.61637 0.05445 -1.38621
H 2.31366 -0.04467 -1.29090
H 2.92994 -2.07316 3.83370
C -2.28378 1.52216 3.17140
H 0.65149 -1.12853 3.61854
C -1.17942 1.77806 -0.25610
C -1.47207 -0.66873 2.48700
C 3.65035 1.66305 -1.29059
H -4.20317 -0.49790 0.24632
H 4.62281 1.59687 2.37020
C -1.21358 0.70984 2.69490
H -5.49220 0.71033 0.00995
*
```

Results of the natural (NBO) charge analysis, in e, for atoms 1 through 6: -0.05 -0.16 0.23 -0.21 0.26 0.21